Molecular formula: C18H22ClN5O4S
Method: DFT, ωB97M-V/def2-TZVPD

Geometry as XYZ:
```
51
Properties=species:S:1:pos:R:3:forces:R:3
C -1.6897 -3.0605 -2.8918 -0.082 -0.016 -0.056
C -2.0007 -1.5675 -2.9256 0.207 0.099 0.067
N -2.5483 -1.0243 -1.6770 -0.181 -0.141 -0.044
S -2.2817 -1.5193 -0.1464 0.107 0.101 0.032
C -3.2274 -2.9869 0.1315 -0.001 0.007 -0.022
O -0.8942 -1.8802 -0.0435 -0.028 0.005 -0.005
O -2.8443 -0.4941 0.6822 0.022 -0.024 -0.039
C -0.7445 -0.8220 -3.4170 -0.029 0.014 0.027
O -0.2635 -1.1146 -4.4975 0.009 -0.017 -0.002
N -0.2592 0.1343 -2.6020 0.015 -0.029 0.007
C 1.0358 0.7606 -2.8148 0.016 -0.012 -0.018
C 1.0284 2.1489 -2.1951 0.000 -0.015 0.013
N 1.2030 1.8468 -0.7727 -0.005 0.025 -0.034
C 0.9884 2.8221 0.1320 0.011 -0.016 0.014
O 0.7423 3.9762 -0.1892 -0.014 0.002 -0.003
C 0.9901 2.4522 1.5969 -0.015 -0.017 0.044
C 1.2890 3.4818 2.5246 -0.011 -0.035 -0.019
C 1.2184 3.1942 3.8506 -0.006 -0.014 -0.023
Cl 1.5914 4.4058 5.0255 0.002 0.007 0.007
C 0.8242 1.8975 4.2764 0.005 0.018 0.010
C 0.6913 1.4693 5.6149 -0.006 -0.018 -0.001
C 0.2877 0.1882 5.8578 0.009 0.029 -0.030
N -0.0025 -0.7177 4.8874 0.006 0.018 -0.030
C 0.1177 -0.3336 3.6461 -0.002 -0.006 0.042
C 0.5346 0.9681 3.2618 0.002 -0.010 0.005
N 0.6300 1.2462 1.9374 0.009 0.029 -0.025
C 1.7942 0.5128 -0.5699 0.013 -0.005 0.013
C 2.1336 0.0600 -1.9934 -0.049 -0.039 -0.001
C 2.2086 -1.4496 -2.1389 0.019 0.017 -0.008
H -1.2529 -3.3313 -3.8501 0.001 -0.001 0.004
H -0.9744 -3.3002 -2.1061 -0.003 0.001 0.004
H -2.5997 -3.6432 -2.7494 -0.002 0.001 0.002
H -2.7569 -1.3931 -3.6928 0.003 -0.001 0.004
H -3.2972 -0.3526 -1.7433 -0.004 -0.004 0.018
H -3.0820 -3.2438 1.1791 0.000 -0.002 0.005
H -4.2752 -2.7697 -0.0612 0.002 -0.006 0.000
H -2.8596 -3.7850 -0.5065 -0.007 0.003 0.009
H -0.6732 0.2146 -1.6863 -0.013 0.017 0.011
H 1.2369 0.7595 -3.8835 -0.002 0.002 0.006
H 1.8519 2.7588 -2.5754 0.000 0.005 -0.001
H 0.0994 2.6927 -2.3565 0.006 0.006 0.003
H 1.5480 4.4631 2.1554 0.004 0.003 0.023
H 0.9029 2.1458 6.4305 0.000 0.001 -0.004
H 0.1773 -0.1668 6.8748 -0.002 -0.006 0.002
H -0.1162 -1.0423 2.8578 0.003 0.003 -0.014
H 2.6710 0.5651 0.0756 0.006 0.000 -0.002
H 1.0784 -0.1674 -0.1091 -0.004 0.004 0.003
H 3.0848 0.5077 -2.2972 0.005 0.009 -0.002
H 1.2815 -1.9161 -1.8014 -0.008 0.003 0.003
H 2.3841 -1.7369 -3.1756 -0.005 0.001 0.002
H 3.0185 -1.8535 -1.5292 0.001 0.003 0.002
```
Positions in Å, forces in eV/Å.

Calculated values
Total charge: 0
ΔE to the lowest compared entry with this formula, charge and spin (eV): 0.170
SMILES string: C[C@@H]1CN(C(=O)c2cc(Cl)c3ccncc3n2)C[C@@H]1NC(=O)[C@@H](C)NS(C)(=O)=O

---

Molecular formula: C18H22F3O4S
Method: DFT, ωB97M-V/def2-TZVPD

Geometry as XYZ:
```
48
Properties=species:S:1:pos:R:3:forces:R:3
C -5.1154 1.0477 -2.5956 -0.249 -0.142 0.052
C -4.0691 2.0642 -2.2188 0.607 -0.250 -0.039
O -2.7900 1.3645 -2.2751 -1.262 0.773 -0.070
C -1.8130 1.9746 -1.5733 2.666 -0.590 0.115
C -0.5481 1.1630 -1.6092 -1.067 1.545 -0.269
C 0.7740 1.8529 -1.2740 -1.385 -0.585 -0.273
O 0.9713 2.6770 -0.4027 0.045 -0.159 -0.524
C 1.8386 1.1937 -2.1477 0.176 -0.131 -0.021
C 1.1886 -0.1351 -2.5356 0.143 -0.494 0.079
C -0.3068 0.1695 -2.7086 0.281 0.272 -0.238
O -1.9399 3.0159 -0.9700 -0.637 0.160 -0.089
H -6.0936 1.5196 -2.7161 0.028 0.043 0.044
H -4.8587 0.5666 -3.5405 0.017 -0.021 0.028
H -5.2013 0.2775 -1.8218 0.065 0.085 -0.160
H -4.0325 2.9013 -2.9327 -0.030 -0.161 0.239
H -4.2143 2.4680 -1.2072 0.062 -0.098 -0.349
H 2.0206 1.8298 -3.0316 -0.108 -0.112 0.213
H 2.7934 1.0640 -1.6211 -0.248 0.173 -0.028
H 1.6521 -0.6169 -3.4005 -0.072 0.120 -0.055
H 1.2978 -0.8316 -1.6883 -0.017 0.200 -0.223
H -0.9371 -0.7148 -2.5871 0.161 0.071 -0.363
H -0.5009 0.6564 -3.6756 -0.022 -0.400 -0.160
C 0.3938 -0.5001 4.0032 0.282 -0.135 0.330
C 0.7352 -0.1979 2.5544 -1.275 -0.716 -1.110
C 1.0024 1.2924 2.4047 0.528 0.344 -0.123
C 1.8814 -1.0870 2.0269 0.433 0.794 0.603
C 1.5856 -2.3008 1.4340 -0.029 -0.923 -0.337
C 2.6036 -3.1800 1.0492 0.091 0.520 0.256
C 3.9411 -2.8327 1.2636 -0.123 -0.598 -0.180
C 4.2534 -1.6114 1.8460 0.054 0.339 0.058
C 3.2303 -0.7290 2.2030 -0.312 -0.557 -0.082
O -0.4692 -0.6179 1.8856 -0.251 -0.322 1.159
S -0.7328 0.1159 0.2234 1.150 0.471 0.989
C -2.0112 -1.1826 0.0091 0.652 0.541 -0.010
F -2.8694 -1.1206 1.0574 0.134 -0.523 -0.897
F -2.7297 -1.0693 -1.1383 0.307 -0.301 0.891
F -1.4352 -2.4228 -0.0015 -0.814 0.410 0.008
H 1.2290 -0.2243 4.6559 -0.051 -0.114 0.108
H -0.4955 0.0772 4.2775 0.193 -0.036 -0.055
H 0.1538 -1.5607 4.1135 0.108 0.075 0.055
H 1.8056 1.6017 3.0890 -0.188 -0.055 0.024
H 1.3403 1.5551 1.3968 -0.238 -0.019 0.359
H 0.1022 1.8753 2.6474 0.228 -0.249 -0.147
H 0.5470 -2.5960 1.2685 0.371 0.306 0.154
H 2.3313 -4.1350 0.6058 0.151 0.133 0.011
H 4.7289 -3.5429 0.9847 -0.241 0.358 0.113
H 5.3015 -1.3454 2.0293 -0.431 -0.054 -0.118
H 3.4610 0.2308 2.6438 0.113 0.014 0.033
```
Positions in Å, forces in eV/Å.

Calculated values
Total charge: -1
E_tot (hartree): -1697.8647

---

Molecular formula: C18H22IrNS3
Method: DFT, ωB97M-V/def2-TZVPD

Geometry as XYZ:
```
45
Properties=species:S:1:pos:R:3:forces:R:3
Ir -0.4427 -0.1767 0.1116 -0.942 0.910 -1.868
C -0.9530 -3.5047 0.1545 0.246 -0.306 0.305
C -1.6668 -3.0490 -1.0894 -0.327 -0.080 -0.275
S -2.2215 -1.3218 -1.1588 0.934 -0.021 0.906
C -3.6515 -1.1908 -0.0641 -0.047 0.037 -0.159
C -3.4189 -1.4643 1.4027 0.053 0.009 0.038
S -1.9908 -0.5609 2.1080 1.133 0.227 -0.739
C -1.1239 -1.8949 3.0004 -0.296 0.096 0.188
C 0.2338 -2.2383 2.4438 0.377 -0.262 0.020
S 0.4073 -2.3766 0.6429 -0.863 1.442 -0.666
H -0.4886 -4.4693 -0.0584 0.002 -0.021 0.092
H -1.6091 -3.6400 1.0096 -0.058 0.037 -0.032
H -2.5315 -3.6879 -1.2788 0.060 -0.065 -0.080
H -1.0017 -3.1203 -1.9514 -0.057 -0.071 -0.048
H -4.4253 -1.8556 -0.4512 -0.047 0.050 0.000
H -3.9875 -0.1638 -0.2166 -0.048 -0.019 -0.057
H -3.2958 -2.5252 1.6029 0.025 0.006 0.010
H -4.2893 -1.1205 1.9620 0.010 -0.030 0.031
H -1.7928 -2.7516 3.0529 0.009 -0.008 -0.002
H -0.9923 -1.5338 4.0205 -0.007 -0.062 0.023
H 0.5886 -3.1757 2.8783 0.054 0.015 0.003
H 0.9564 -1.4607 2.6944 0.068 -0.051 -0.029
N -0.0571 0.7476 -2.0538 0.299 -1.228 1.863
C 1.3300 1.0225 -2.2686 0.331 -0.011 -0.581
C 2.0010 0.3962 -3.3056 -0.273 -0.027 -0.143
C 3.3130 0.7355 -3.5887 0.024 0.043 -0.002
C 3.9430 1.7144 -2.8354 -0.006 0.041 -0.012
C 3.2804 2.2925 -1.7674 0.015 -0.047 0.050
C 1.9702 1.9302 -1.4447 0.109 0.180 0.106
C 1.3248 2.4259 -0.2189 0.105 0.009 0.000
C 1.7148 3.6596 0.2912 -0.172 0.033 -0.130
C 1.3155 4.0949 1.5477 0.026 -0.044 -0.024
C 0.4979 3.2987 2.3386 -0.075 -0.028 0.103
C 0.0451 2.0986 1.8342 0.180 0.541 -0.053
C 0.4192 1.6312 0.5459 -0.824 -1.381 1.342
H -0.4398 0.1916 -2.8101 -0.122 0.048 0.050
H -0.6056 1.5898 -1.9075 -0.003 0.045 -0.257
H 1.4820 -0.3343 -3.9171 0.018 0.029 -0.051
H 3.8328 0.2613 -4.4093 -0.023 -0.034 0.001
H 4.9512 2.0202 -3.0764 0.023 -0.027 0.045
H 3.7987 3.0143 -1.1519 0.036 -0.049 0.027
H 2.3304 4.3027 -0.3222 0.065 0.009 0.072
H 1.6594 5.0523 1.9165 -0.015 0.023 -0.030
H 0.2095 3.6159 3.3312 0.001 0.045 -0.008
H -0.6195 1.5205 2.4566 0.002 -0.006 -0.029
```
Positions in Å, forces in eV/Å.

Calculated values
Total charge: +2
ΔE to the lowest compared entry with this formula, charge and spin (eV): 1.886

---

Molecular formula: C18H22N2O3
Method: DFT, ωB97M-V/def2-TZVPD

Geometry as XYZ:
```
45
Properties=species:S:1:pos:R:3:forces:R:3
C -4.5335 -2.5762 -0.6651 0.192 0.289 0.228
C -4.0958 -1.9213 0.6368 -0.022 -0.513 -0.004
H -4.9476 -1.7469 1.2973 0.131 -0.013 -0.046
H -3.3508 -2.5448 1.1416 -0.163 0.106 -0.001
O -3.5328 -0.6274 0.4067 -0.310 0.220 0.038
C -2.2444 -0.5757 0.0564 0.135 0.329 -0.119
O -1.5397 -1.5430 -0.0714 0.022 -0.130 -0.012
C -1.7810 0.8572 -0.1041 0.201 -0.267 0.005
C -1.1087 1.2803 1.2098 -0.037 0.201 -0.056
C -0.4807 2.6728 1.0561 -0.073 -0.137 0.133
N 0.4413 2.7977 -0.0491 0.045 0.104 -0.075
C -0.1671 2.3710 -1.2875 -0.081 -0.148 -0.119
C -0.7761 0.9648 -1.2509 -0.049 0.168 0.062
H -0.0019 0.2124 -1.1019 -0.081 -0.008 -0.057
H -1.2701 0.7579 -2.2024 0.009 -0.052 -0.054
H -0.9674 3.0892 -1.5094 0.017 -0.023 -0.121
H 0.5704 2.4418 -2.0889 -0.018 0.067 -0.040
C 1.8281 2.4410 0.2001 -0.050 0.042 0.038
C 2.1260 1.0178 0.6253 0.097 0.216 0.316
C 2.1026 0.7047 1.9657 0.121 0.149 -0.458
C 2.2918 -0.5926 2.4503 0.068 -0.574 -0.054
C 2.5160 -1.6238 1.5718 -0.060 0.245 0.157
C 2.5908 -1.3429 0.1807 -0.076 0.438 -0.091
N 2.8468 -2.3977 -0.6189 0.023 -0.337 0.061
C 2.9435 -2.2013 -1.9036 0.045 -0.158 -0.026
C 2.8143 -0.9348 -2.4947 -0.066 0.314 0.083
C 2.5524 0.1470 -1.6976 0.055 -0.149 -0.129
C 2.4109 -0.0181 -0.3012 0.111 -0.437 0.252
H 2.4597 1.1275 -2.1394 -0.034 0.066 -0.029
H 2.9251 -0.8258 -3.5626 0.005 0.012 -0.075
H 3.1430 -3.0777 -2.5067 0.013 -0.020 -0.114
O 2.6853 -2.8935 1.9839 -0.017 0.035 0.068
H 2.8161 -3.4246 1.1779 0.009 0.063 -0.012
H 2.2550 -0.7932 3.5091 0.001 -0.057 0.123
H 1.9217 1.4917 2.6846 -0.027 0.121 0.045
H 2.3878 2.6975 -0.7022 0.045 0.057 0.065
H 2.1732 3.1095 0.9970 0.085 -0.074 -0.089
H -1.2848 3.4001 0.8854 -0.019 0.001 0.118
H 0.0348 2.9509 1.9770 -0.034 0.074 0.033
H -0.3408 0.5482 1.4628 -0.091 -0.011 0.009
H -1.8456 1.3008 2.0150 -0.016 -0.026 0.058
H -2.6521 1.4925 -0.2899 0.027 -0.025 0.003
H -3.6683 -2.7499 -1.3001 0.029 -0.053 -0.055
H -5.0109 -3.5283 -0.4519 -0.070 -0.118 -0.005
H -5.2366 -1.9350 -1.1916 -0.093 0.013 -0.052
```
Positions in Å, forces in eV/Å.

Calculated values
Total charge: 0
ΔE to the lowest compared entry with this formula, charge and spin (eV): 0.923
SMILES string: CCOC(=O)C1CCN(Cc2ccc(O)c3ncccc23)CC1

---

Molecular formula: C18H22N2O4
Method: DFT, ωB97M-V/def2-TZVPD

Geometry as XYZ:
```
46
Properties=species:S:1:pos:R:3:forces:R:3
C 1.6678 4.2112 0.5868 -0.164 -0.423 0.025
C 0.7750 2.9802 0.6320 -0.156 0.385 -0.021
H 0.1306 3.0146 1.5210 0.019 -0.067 -0.131
H 0.1414 2.9415 -0.2658 0.027 -0.065 0.133
O 1.6202 1.8494 0.6829 0.157 -0.376 0.067
C 1.0790 0.5921 0.6593 0.043 0.017 -0.091
C -0.2902 0.3707 0.6766 -0.062 0.041 0.007
C -0.8024 -0.9235 0.7144 0.573 -0.101 0.071
C 0.0740 -1.9939 0.7164 -0.073 0.131 -0.026
C 1.4490 -1.8022 0.6522 -0.190 0.248 -0.050
C 1.9785 -0.4959 0.6346 0.035 -0.160 -0.023
O 3.3388 -0.4014 0.6879 -0.507 -0.194 0.290
C 4.0550 0.7211 0.1992 0.412 0.491 -0.335
C 3.8686 0.9441 -1.2968 -0.056 -0.200 0.405
H 4.1512 0.0524 -1.8521 0.037 -0.057 -0.081
H 4.4951 1.7712 -1.6192 0.062 0.107 -0.061
H 2.8320 1.1839 -1.5203 -0.086 0.049 -0.064
H 5.0972 0.4636 0.4115 -0.130 0.068 -0.023
H 3.7941 1.6237 0.7560 0.131 -0.204 -0.054
O 2.1906 -2.9451 0.6879 -0.150 0.300 0.335
C 3.3354 -3.0881 -0.1383 0.466 -0.128 -0.478
C 2.9946 -2.9587 -1.6191 -0.049 -0.025 0.449
H 2.6209 -1.9604 -1.8373 -0.005 0.101 -0.083
H 3.8814 -3.1433 -2.2194 0.094 0.005 -0.088
H 2.2266 -3.6792 -1.8908 -0.055 -0.062 -0.067
H 3.6859 -4.0999 0.0818 -0.009 0.135 -0.033
H 4.1143 -2.3734 0.1412 -0.136 -0.212 -0.006
H -0.3074 -3.0010 0.7598 -0.019 -0.125 0.001
C -2.2597 -1.2169 0.7851 -0.018 0.089 -0.064
O -2.7009 -2.1950 1.3459 -0.041 -0.116 0.018
N -3.0401 -0.2878 0.1376 0.181 0.349 -0.177
C -4.4234 -0.2432 0.0228 -0.450 -0.062 0.049
C -5.2819 -1.1516 0.6396 0.109 -0.055 0.042
C -6.6441 -0.9920 0.4509 0.166 -0.034 0.041
N -7.1874 -0.0308 -0.2772 -0.604 0.016 -0.048
C -6.3695 0.8297 -0.8599 0.265 0.138 -0.083
C -4.9933 0.7740 -0.7466 0.024 -0.134 0.092
H -4.3693 1.5028 -1.2446 0.037 0.080 -0.059
H -6.8448 1.6040 -1.4481 0.062 0.100 -0.070
H -7.3431 -1.6771 0.9120 0.029 -0.113 0.085
H -4.8905 -1.9536 1.2406 -0.013 -0.027 0.014
H -2.5513 0.4372 -0.3691 -0.012 -0.213 0.087
H -0.9575 1.2154 0.7390 -0.021 0.100 0.012
H 1.0566 5.1081 0.5472 -0.040 0.108 -0.005
H 2.2950 4.2472 1.4732 0.060 0.053 0.089
H 2.3078 4.1761 -0.2908 0.054 0.042 -0.091
```
Positions in Å, forces in eV/Å.

Calculated values
Total charge: 0
ΔE to the lowest compared entry with this formula, charge and spin (eV): 2.799
SMILES string: CCOc1cc(C(=O)Nc2ccncc2)cc(OCC)c1OCC

---

The evaluated max |F| for the records listed, in turn: 0.2, 2.7, 2.3, 0.6, 0.7 eV/Å.